# 1
Entry from the Open Molecules 2025 dataset: a 2-piece molecular cluster, CH2O3S2 overall (the ωB97M-V functional and the def2-TZVPD basis).

Energy above the lowest of the compared OMol25 structures with the same formula, charge and spin ... 29.4 kJ/mol
Gap between HOMO and LUMO ... 8.81 eV
HOMO ... -0.375 Eh

Each line ends with the natural charge from an NBO analysis.
CARTESIAN COORDINATES (ANGSTROEM)
S (-1.52, -0.47, 2.34)  1.6747
O (1.73, -0.98, -0.63)  -0.5496
H (-0.09, 0.81, 0.05)  0.1238
H (1.49, -0.28, -2.55)  0.1502
O (-1.91, -0.99, 1.09)  -0.8267
O (-1.19, 0.92, 2.26)  -0.8434
S (0.23, 1.15, -1.10)  0.0670
C (1.27, -0.17, -1.46)  0.2040

# 2
Entry from the Open Molecules 2025 dataset: one molecule with the formula C3H7NO2 (the ωB97M-V functional and the def2-TZVPD basis).

SMILES ... C=NOCOC
Energy above the lowest of the compared OMol25 structures with the same formula, charge and spin ... 604.1 kJ/mol
Gap between HOMO and LUMO ... 10.76 eV
HOMO ... -0.368 Eh

Each line ends with the natural charge from an NBO analysis.
CARTESIAN COORDINATES (ANGSTROEM)
H (0.83, 0.99, -0.23)  0.1883
N (0.34, -1.55, -1.33)  -0.1145
O (-0.20, 0.64, 1.25)  -0.5325
H (1.45, -3.15, -2.02)  0.1958
H (-0.11, 2.69, 0.71)  0.1760
C (-0.81, 1.93, 1.10)  -0.2891
O (-0.11, -1.25, 0.03)  -0.4008
H (-1.20, 2.21, 2.12)  0.2080
H (1.36, -2.88, -0.11)  0.1908
C (1.29, -2.48, -1.20)  -0.1485
C (-0.02, 0.28, -0.09)  0.1944
H (-1.83, 1.93, 0.44)  0.1700
H (-0.99, 0.66, -0.67)  0.1620